Computed, not measured: a cluster of 6 separate species, C34H39N4O6 in total, with the ωB97M-V functional and the def2-TZVPD basis.

Element x y z (Å)
O (-4.510, -6.923, 1.267)
O (-4.802, 5.249, -0.587)
O (-5.528, -3.931, -3.391)
O (5.849, 0.926, 3.325)
O (4.268, -4.293, 2.678)
O (0.833, 5.026, -0.909)
N (3.906, 2.423, 0.008)
N (-0.680, -2.267, -1.532)
N (-1.333, 1.188, 1.627)
N (0.832, 0.676, 1.625)
C (-3.461, 5.126, -0.747)
C (4.422, 1.543, -2.249)
C (-4.682, -6.623, -1.118)
C (-2.603, 6.244, -0.422)
C (5.452, 3.580, -1.400)
C (5.329, -2.463, 1.753)
C (0.164, -1.223, -1.681)
C (4.727, 3.418, -0.181)
C (-2.209, -1.167, -3.080)
C (3.732, 1.455, -0.990)
C (-5.017, -5.929, -2.237)
C (2.000, -0.181, 1.902)
C (-0.679, 2.294, 1.269)
C (-5.085, -4.698, 0.265)
C (5.523, -0.373, 3.174)
C (4.553, -2.994, 2.730)
C (-5.397, -4.565, -2.275)
C (5.295, 2.686, -2.412)
C (-1.384, 3.901, -1.284)
C (-0.404, 0.087, 1.818)
C (-0.202, -0.059, -2.356)
C (-1.181, 6.057, -0.467)
C (-1.803, -2.316, -2.276)
C (4.666, -1.013, 4.051)
C (-0.478, 5.037, -0.995)
C (-1.471, -0.013, -2.990)
C (-2.763, 0.895, 1.432)
C (4.299, -2.368, 3.888)
C (-2.744, 4.058, -1.091)
C (-4.745, -6.075, 0.180)
C (0.719, 1.942, 1.300)
C (-3.093, -0.234, 0.403)
C (-5.308, -3.843, -0.994)
C (5.910, -1.086, 2.000)
H (6.222, 4.391, -1.683)
H (4.283, -4.739, 3.486)
H (-5.538, -2.718, -0.923)
H (2.381, -0.852, 1.076)
H (-0.709, -0.781, 2.030)
H (5.771, 2.887, -3.417)
H (-2.545, -1.123, 0.717)
H (-5.070, -4.188, 1.349)
H (-2.613, -0.076, -0.415)
H (-2.461, -3.221, -1.968)
H (0.600, 0.587, -2.511)
H (5.508, -3.071, 0.768)
H (2.042, -0.691, 2.707)
H (-1.087, 3.289, 1.259)
H (1.618, 2.670, 1.111)
H (3.032, 0.834, -0.902)
H (-5.134, -4.409, -4.194)
H (-0.743, 6.969, -0.119)
H (-4.540, -7.865, -1.164)
H (-2.940, 7.142, 0.002)
H (-3.125, 0.489, 2.348)
H (-4.181, -0.494, 0.363)
H (1.426, 5.837, -0.630)
H (6.334, 1.349, 2.653)
H (-4.590, -6.646, 2.368)
H (-3.224, 1.661, 1.189)
H (4.892, 4.013, 0.695)
H (2.872, 0.542, 2.285)
H (1.219, -1.226, -1.158)
H (3.644, -2.884, 4.644)
H (-1.855, 0.725, -3.625)
H (-3.219, 3.080, -1.198)
H (6.552, -0.795, 1.325)
H (4.480, -0.574, 5.007)
H (-0.878, 3.115, -1.610)
H (-5.189, 4.750, -1.259)
H (4.247, 0.755, -3.052)
H (-5.054, -6.612, -3.160)
H (-3.348, -1.297, -3.423)

Cartesian forces (eV/Å) of the 3 atoms listed first:
-0.134 0.647 3.263
1.071 0.760 1.345
-0.010 1.227 -4.445

HOMO-LUMO gap: 7.144 eV
Relative energy (zero: lowest compared OMol25 entry of this formula, charge and spin): 888.7 kJ/mol
Strongest force on any atom: 12.347 eV Å⁻¹
Net charge: +1
LUMO level: -2.6 eV


Computed, not measured: a structure of composition C34H40As2O4Pb, with the ωB97M-V functional and the def2-TZVPD basis.

Element x y z (Å)
Pb (-0.049, 0.013, 0.137)
As (3.291, 0.394, -0.758)
As (1.414, -2.826, -0.557)
O (-1.813, 0.674, -1.578)
O (-2.435, -0.767, 0.708)
O (-0.688, 0.572, 2.503)
O (-0.728, 2.451, 0.342)
C (-2.359, 2.006, -1.465)
C (3.387, -2.649, -0.850)
C (5.474, 1.180, 3.364)
C (0.181, -3.927, -4.975)
C (2.190, -5.570, 0.056)
C (4.615, 0.093, 3.216)
C (-2.912, -0.423, 2.018)
C (3.979, -0.110, 2.007)
C (3.594, 2.613, -4.328)
C (0.513, -4.677, 1.545)
C (3.131, 1.882, -3.248)
C (0.500, -5.866, 2.257)
C (0.328, -4.550, -2.660)
C (0.767, -3.264, -2.360)
C (5.071, 1.844, 1.091)
C (0.607, -2.637, -4.674)
C (3.983, 1.534, -2.194)
C (3.883, -1.383, -1.506)
C (1.357, -4.518, 0.444)
C (4.913, 3.060, -4.329)
C (5.321, 1.939, -2.228)
C (-0.831, 1.987, 2.710)
C (5.740, 2.019, 2.289)
C (5.772, 2.679, -3.307)
C (-1.295, 2.940, -0.879)
C (0.862, -2.296, -3.357)
C (-2.776, -0.384, -1.664)
C (4.228, 0.743, 0.923)
C (-3.440, -0.668, -0.314)
C (-1.488, 2.715, 1.539)
C (1.354, -6.897, 1.888)
C (-1.723, -0.302, 2.970)
C (0.065, -4.883, -3.978)
C (2.155, -6.760, 0.762)
H (-2.631, 2.359, -2.465)
H (4.979, -1.351, -1.471)
H (5.225, 2.557, 0.291)
H (-1.387, 2.181, 3.629)
H (-3.539, -0.142, -2.409)
H (3.673, -3.489, -1.491)
H (-2.525, 2.394, 1.405)
H (0.231, -5.295, -1.880)
H (-1.724, 3.936, -0.728)
H (3.271, -0.929, 1.892)
H (-3.582, -1.212, 2.376)
H (2.738, -7.601, 0.406)
H (2.797, -5.491, -0.838)
H (-0.243, -5.891, -4.215)
H (1.157, -1.279, -3.097)
H (0.190, 2.356, 2.844)
H (-1.476, 3.792, 1.740)
H (6.446, 2.831, 2.391)
H (-3.478, 0.514, 1.975)
H (-3.257, 2.002, -0.845)
H (-0.130, -3.859, 1.854)
H (-0.453, 3.020, -1.572)
H (-2.074, 0.023, 3.953)
H (-4.142, 0.135, -0.060)
H (-0.143, -5.980, 3.115)
H (-2.213, -1.257, -2.010)
H (-0.108, -4.173, -5.988)
H (0.717, -1.904, -5.459)
H (-1.238, -1.278, 3.076)
H (3.581, -1.334, -2.559)
H (-3.999, -1.607, -0.360)
H (4.432, -0.566, 4.053)
H (6.821, 2.955, -3.347)
H (3.847, -2.809, 0.132)
H (5.255, 3.724, -5.112)
H (1.395, -7.804, 2.475)
H (2.089, 1.581, -3.217)
H (2.938, 2.864, -5.149)
H (5.887, 1.413, 4.337)
H (6.018, 1.628, -1.459)

Cartesian forces (eV/Å) of the 3 atoms listed first:
-1.241 0.930 0.407
1.632 0.444 -0.244
0.463 -1.846 -0.411

HOMO-LUMO gap (spin up / spin down): 4.105 / 4.399 eV
Relative energy (zero: lowest compared OMol25 entry of this formula, charge and spin): 202.7 kJ/mol
Strongest force on any atom: 1.947 eV Å⁻¹
Net charge: +4
LUMO level (spin up / spin down): -14.7 / -14.3 eV


Computed, not measured: a structure of composition C34H40BKN10O2S3, with the ωB97M-V functional and the def2-TZVPD basis.

Element x y z (Å)
K (0.245, -0.973, 0.424)
S (-2.853, 1.783, -0.336)
S (-1.760, 4.263, -1.692)
S (0.396, 0.866, -2.345)
O (0.416, 0.702, 2.126)
O (0.183, -0.534, -1.858)
N (-0.878, 2.682, 1.640)
N (0.727, -3.832, -0.814)
N (1.229, -4.217, 1.662)
N (-0.965, 3.468, 0.616)
N (0.382, -3.257, 2.089)
N (3.490, -5.783, -0.834)
N (2.362, -5.584, -0.118)
N (-0.575, -3.592, -0.540)
N (2.706, -1.846, -0.139)
N (2.962, -3.135, 0.175)
C (0.272, 0.000, 5.657)
C (0.941, -3.836, -2.148)
C (3.520, -7.077, -1.106)
C (0.105, -3.545, 3.348)
C (-1.154, 2.841, 2.877)
C (1.495, -5.091, 2.658)
C (-1.836, 3.100, -0.336)
C (2.542, 2.334, -3.207)
C (-0.671, 1.887, 3.846)
C (2.966, 2.895, -1.853)
C (-5.137, 6.436, 1.631)
C (0.784, -4.702, 3.769)
C (-1.166, -3.439, -1.713)
C (-5.513, 5.149, 1.285)
C (-2.036, 4.003, 3.262)
C (4.242, -3.281, 0.570)
C (2.397, -7.742, -0.584)
C (-0.637, 1.057, -3.834)
C (-5.016, 4.561, 0.128)
C (-0.524, 1.064, 6.120)
C (2.039, 0.896, -3.113)
C (0.034, -0.959, -5.290)
C (-3.767, 6.550, -0.341)
C (-0.257, -3.594, -2.775)
C (-0.981, 1.989, 5.210)
C (0.594, -0.132, 4.332)
C (-3.534, 4.588, -1.900)
C (-4.135, 5.253, -0.694)
C (0.136, 0.808, 3.356)
C (1.681, -6.741, 0.030)
C (-1.041, -0.274, -4.456)
C (-4.264, 7.140, 0.808)
C (4.856, -2.052, 0.509)
C (3.841, -1.193, 0.058)
B (1.815, -4.176, 0.231)
H (4.345, -7.483, -1.671)
H (-5.511, 6.889, 2.541)
H (0.734, -6.762, 0.542)
H (1.758, 2.970, -3.633)
H (0.641, -0.736, 6.364)
H (-3.582, 5.239, -2.776)
H (3.378, 2.370, -3.909)
H (0.835, -1.342, -4.658)
H (3.360, 3.907, -1.952)
H (-0.768, 1.157, 7.170)
H (-5.295, 3.548, -0.130)
H (0.762, -5.179, 4.734)
H (-1.598, 2.808, 5.560)
H (3.743, 2.272, -1.405)
H (-3.044, 3.646, 3.481)
H (-1.926, -0.085, -5.071)
H (-3.962, 8.146, 1.071)
H (-0.563, -2.909, 3.907)
H (-4.037, 3.649, -2.126)
H (5.878, -1.814, 0.747)
H (-2.225, -3.232, -1.748)
H (4.627, -4.245, 0.852)
H (-1.347, -0.944, -3.651)
H (1.925, -4.030, -2.543)
H (1.211, -0.950, 3.983)
H (-1.519, 1.594, -3.481)
H (2.173, -5.914, 2.512)
H (-6.187, 4.589, 1.922)
H (2.650, 0.294, -2.436)
H (-0.442, -3.526, -3.833)
H (1.999, 0.397, -4.078)
H (-2.093, 4.713, 2.439)
H (3.882, -0.128, -0.116)
H (-0.385, -1.812, -5.826)
H (-0.092, 1.712, -4.519)
H (-1.651, 4.503, 4.150)
H (2.145, -8.786, -0.649)
H (2.127, 2.932, -1.157)
H (-3.068, 7.091, -0.969)
H (0.463, -0.280, -6.031)

Cartesian forces (eV/Å) of the 3 atoms listed first:
-0.475 -0.704 0.930
0.069 -0.006 -0.063
0.037 0.036 -0.018

HOMO-LUMO gap (spin up / spin down): 6.864 / 5.779 eV
Relative energy (zero: lowest compared OMol25 entry of this formula, charge and spin): 52.3 kJ/mol
Strongest force on any atom: 1.380 eV Å⁻¹
Net charge: -1
Expectation value of S²: 0.77
Multiplicity: 2
LUMO level (spin up / spin down): 2.2 / 1.1 eV


Computed, not measured: a structure of composition C34H40FeN7O2S, with the ωB97M-V functional and the def2-TZVPD basis.

Element x y z (Å)
Fe (0.683, 1.111, -0.709)
S (1.013, -2.011, -2.052)
O (3.805, -1.216, -0.438)
O (1.448, 3.518, -0.475)
N (-1.105, 0.176, -0.325)
N (0.750, 0.912, 1.318)
N (0.870, -0.672, -4.712)
N (3.141, 0.016, -0.534)
N (2.064, 2.414, -0.710)
N (0.879, -0.435, -2.326)
N (-0.072, 2.007, -2.454)
C (-3.226, -0.747, -0.905)
C (-3.532, -1.012, 0.430)
C (1.768, -0.369, 6.068)
C (-4.858, -1.659, 0.803)
C (-4.949, -3.030, 0.117)
C (3.950, 0.997, -0.693)
C (-2.025, -0.162, -1.234)
C (1.250, -1.991, -4.752)
C (0.047, 1.363, -3.652)
C (-0.414, 0.202, 3.280)
C (1.937, -4.696, -4.846)
C (1.323, -2.751, -3.579)
C (-0.600, 3.232, -2.437)
C (-0.354, 1.991, -4.853)
C (0.579, 0.495, 5.622)
C (4.191, 3.580, -0.601)
C (-0.897, 3.250, -4.804)
C (-0.713, -0.158, 6.109)
C (3.363, 2.342, -0.719)
C (-1.381, -0.064, 0.964)
C (5.440, 0.859, -0.775)
C (-6.002, -0.760, 0.311)
C (-0.320, 0.356, 1.905)
C (0.584, 0.058, -3.586)
C (-1.038, 3.888, -3.572)
C (1.662, -4.110, -3.637)
C (1.545, -2.601, -5.980)
C (1.743, 1.337, 2.104)
C (1.880, -3.931, -6.022)
C (0.616, 0.633, 4.107)
C (-5.001, -1.854, 2.312)
C (1.714, 1.216, 3.476)
C (0.693, 1.892, 6.248)
C (-2.573, -0.653, 1.366)
H (3.575, 4.437, -0.864)
H (-5.901, -3.502, 0.363)
H (5.772, -0.120, -0.448)
H (1.500, -2.014, -6.889)
H (-1.294, -0.254, 3.704)
H (-4.226, -2.511, 2.712)
H (-1.779, 0.055, -2.265)
H (-4.147, -3.689, 0.452)
H (-5.964, -2.317, 2.525)
H (-1.593, 0.431, 5.841)
H (2.721, 0.072, 5.775)
H (-0.690, -0.233, 7.197)
H (-1.461, 4.878, -3.490)
H (2.585, 1.792, 1.603)
H (4.553, 3.737, 0.420)
H (1.765, -0.465, 7.154)
H (-3.922, -0.989, -1.697)
H (5.061, 3.543, -1.257)
H (-5.951, 0.228, 0.771)
H (2.206, -5.742, -4.894)
H (5.923, 1.627, -0.174)
H (2.104, -4.395, -6.973)
H (-0.131, 2.533, 5.932)
H (-0.258, 1.488, -5.806)
H (2.555, 1.585, 4.045)
H (-0.635, 3.705, -1.466)
H (0.792, -0.200, -5.598)
H (-4.891, -2.945, -0.968)
H (1.709, -1.370, 5.637)
H (-1.215, 3.739, -5.716)
H (-0.832, -1.169, 5.714)
H (-5.982, -0.633, -0.772)
H (1.715, -4.683, -2.719)
H (-4.969, -0.904, 2.849)
H (-6.961, -1.208, 0.575)
H (-2.750, -0.827, 2.416)
H (3.084, -1.846, -0.349)
H (1.628, 2.383, 5.977)
H (5.763, 1.010, -1.808)
H (0.663, 1.810, 7.335)

Cartesian forces (eV/Å) of the 3 atoms listed first:
-0.333 -0.087 -0.065
-0.023 0.081 -0.105
0.005 -0.019 -0.194

HOMO-LUMO gap (spin up / spin down): 5.910 / 5.105 eV
Strongest force on any atom: 0.351 eV Å⁻¹
Net charge: +1
Expectation value of S²: 6.05
Multiplicity: 5
LUMO level (spin up / spin down): -2.7 / -4.5 eV